[1]
Entry from the Open Molecules 2025 dataset: a structure of composition C4H6EuO3 at a distorted geometry (ωB97M-V with the def2-TZVPD basis set).

- total energy (eV) = -29697.388
- F_max (Eh/bohr) = 0.055
- energy above the lowest of the compared OMol25 structures with the same formula, charge and spin (kJ/mol) = 154.3
- LUMO energy (alpha / beta) (eV) = -7.829 / -7.652
- orbital gap (alpha / beta) (eV) = 9.0 / 9.4
- HOMO energy (alpha / beta) (eV) = -16.8 / -17.1

The geometry in ORCA input format:
```
! wB97M-V def2-TZVPD RIJCOSX def2/J DEFGRID3
* xyz 2 8
C -3.805 1.269 0.027
C -2.593 1.381 0.041
H -4.885 1.205 0.076
H -1.417 1.300 -0.039
H -3.175 2.275 0.808
Eu 3.328 2.382 -0.472
O 2.907 -0.037 0.066
C 1.685 0.077 -0.192
O 1.157 1.231 -0.268
O 0.903 -0.979 -0.328
C 1.399 -2.291 0.013
H 0.538 -2.959 -0.077
H 2.186 -2.568 -0.695
H 1.773 -2.289 1.041
*
```

The net atomic charges from Mulliken, expressed in e, are: -0.283, 0.039, 0.423, 0.449, 0.354, 1.663, -0.751, 0.991, -0.806, -0.310, -0.592, 0.219, 0.291, 0.311

***

[2]
Entry from the Open Molecules 2025 dataset: a structure of composition C49H64IN7NbO5 at a distorted geometry (ωB97M-V with the def2-TZVPD basis set).

- total energy (eV) = -82165.708
- F_max (Eh/bohr) = 0.076
- LUMO energy (eV) = 1.790
- orbital gap (eV) = 5.9
- HOMO energy (eV) = -4.1

The geometry in ORCA input format:
```
! wB97M-V def2-TZVPD RIJCOSX def2/J DEFGRID3
* xyz -1 1
C 1.175 5.353 -2.199
C 1.225 4.416 -0.980
O 2.585 3.995 -0.841
C 2.690 2.945 0.125
C 3.521 1.798 -0.459
Nb 2.336 0.312 -1.702
I 4.319 -1.622 -0.915
C 1.308 -1.400 -2.770
C -0.146 -1.131 -3.254
C -0.999 -0.245 -2.336
C -2.480 -0.474 -2.654
C -3.441 0.388 -1.818
C -2.983 1.792 -1.522
O -3.091 2.636 -2.684
C -2.846 3.907 -2.455
C -2.834 4.804 -3.669
O -2.616 4.371 -1.402
C 3.701 0.826 -3.517
C 2.962 1.094 -4.792
O 1.812 1.174 -4.916
O 3.751 1.219 -5.952
H 0.733 6.300 -1.894
H 0.561 4.881 -2.961
H 2.173 5.515 -2.582
H 0.601 3.545 -1.168
H 0.959 4.936 -0.056
H 3.193 3.325 1.025
H 1.727 2.562 0.457
H 3.948 1.258 0.390
H 4.382 2.192 -0.988
H 1.307 -0.007 -0.239
H 1.239 1.591 -2.318
H 1.908 -1.605 -3.664
H 1.311 -2.285 -2.132
H -0.647 -2.106 -3.282
H -0.214 -0.729 -4.263
H -0.778 0.800 -2.542
H -0.842 -0.455 -1.284
H -2.663 -1.510 -2.357
H -2.677 -0.435 -3.723
H -4.364 0.482 -2.403
H -3.725 -0.128 -0.914
H -2.003 1.833 -1.061
H -3.660 2.202 -0.772
H -1.891 5.326 -3.624
H -3.664 5.499 -3.611
H -2.926 4.253 -4.602
H 4.248 1.737 -3.264
H 4.422 0.036 -3.709
H 4.266 2.031 -5.851
N 6.026 3.933 -0.291
C 5.810 4.834 -1.246
C 6.788 5.698 -1.722
C 8.056 5.621 -1.172
C 8.298 4.689 -0.175
C 7.251 3.872 0.225
H 4.799 4.856 -1.640
H 6.557 6.410 -2.503
H 8.847 6.278 -1.515
H 9.275 4.597 0.281
H 7.393 3.124 0.999
N -2.700 -1.589 0.728
C -1.450 -1.775 1.158
C -1.132 -2.457 2.324
C -2.165 -2.973 3.088
C -3.471 -2.790 2.661
C -3.680 -2.096 1.481
H -0.668 -1.353 0.533
H -0.098 -2.578 2.621
H -1.958 -3.512 4.005
H -4.306 -3.176 3.227
H -4.687 -1.932 1.106
N -6.591 -2.847 4.357
C -7.076 -3.801 5.148
C -8.316 -3.734 5.765
C -9.094 -2.609 5.550
C -8.606 -1.604 4.732
C -7.354 -1.773 4.160
H -6.431 -4.662 5.289
H -8.661 -4.542 6.397
H -10.069 -2.516 6.014
H -9.182 -0.709 4.538
H -6.931 -1.015 3.510
N 3.942 4.930 -7.466
C 3.609 3.802 -8.096
C 4.190 3.388 -9.286
C 5.165 4.188 -9.855
C 5.523 5.365 -9.216
C 4.884 5.686 -8.029
H 2.841 3.207 -7.615
H 3.884 2.461 -9.751
H 5.642 3.899 -10.784
H 6.280 6.019 -9.628
H 5.134 6.595 -7.492
N -3.169 -5.901 2.330
C -2.989 -6.041 1.019
C -3.127 -7.247 0.347
C -3.467 -8.371 1.081
C -3.657 -8.246 2.448
C -3.497 -6.992 3.019
H -2.720 -5.133 0.487
H -2.971 -7.302 -0.721
H -3.583 -9.332 0.595
H -3.922 -9.099 3.058
H -3.638 -6.844 4.086
N -1.550 -4.631 6.277
C -0.303 -4.818 6.706
C 0.017 -5.502 7.870
C -1.017 -6.018 8.632
C -2.321 -5.832 8.204
C -2.530 -5.136 7.023
H 0.474 -4.395 6.079
H 1.049 -5.626 8.168
H -0.810 -6.557 9.548
H -3.158 -6.218 8.770
H -3.535 -4.969 6.646
N 1.951 0.326 2.084
C 2.776 -0.139 3.018
C 2.549 -0.008 4.381
C 1.399 0.648 4.794
C 0.530 1.140 3.834
C 0.854 0.950 2.498
H 3.663 -0.643 2.644
H 3.253 -0.409 5.098
H 1.184 0.773 5.848
H -0.378 1.657 4.112
H 0.201 1.313 1.707
*
```

Atom charges from the Mulliken analysis, given in e for atoms 1 to 99: -1.173, 0.394, -0.193, -0.228, -0.600, -1.591, -0.440, -1.126, -0.896, 1.557, -1.048, -0.526, -0.299, -0.343, 0.774, -0.986, -0.562, -0.708, 0.370, -0.409, -0.533, 0.319, 0.153, 0.321, -0.303, 0.401, 0.219, 0.135, 0.338, 0.489, 0.739, 0.283, 0.456, 0.561, 0.413, 0.297, 0.031, -0.773, 0.380, 0.509, 0.340, 0.055, 0.020, 0.573, 0.254, 0.306, 0.291, 0.443, 0.420, 0.311, -0.106, 0.051, -0.790, -0.180, -0.563, -0.267, 0.346, 0.390, 0.364, 0.369, 0.378, 0.040, -0.768, -1.152, 0.270, -0.792, -0.456, 0.544, 0.548, 0.580, 0.620, 0.373, -0.158, -0.085, -0.735, -0.093, -0.752, -0.071, 0.392, 0.349, 0.366, 0.353, 0.390, -0.477, -0.316, -0.441, -0.178, -0.351, -0.203, 0.557, 0.360, 0.358, 0.342, 0.355, -0.051, 0.018, -0.811, -0.159, -0.602

***

[3]
Entry from the Open Molecules 2025 dataset: the molecule C3H5NO2 (ωB97M-V with the def2-TZVPD basis set).

- total energy (eV) = -8777.024
- F_max (Eh/bohr) = 0.010
- energy above the lowest of the compared OMol25 structures with the same formula, charge and spin (kJ/mol) = 64.7
- SMILES string = [H]/N=C/OC(C)=O
- LUMO energy (eV) = 0.861
- orbital gap (eV) = 11.5
- HOMO energy (eV) = -10.6

The geometry in ORCA input format:
```
! wB97M-V def2-TZVPD RIJCOSX def2/J DEFGRID3
* xyz 0 1
H 3.364 0.499 0.898
N 2.415 0.861 0.960
C 1.633 0.089 0.348
O 0.302 0.427 0.310
C -0.563 -0.459 -0.275
C -1.946 0.124 -0.321
O -0.229 -1.533 -0.700
H 1.858 -0.837 -0.183
H -2.177 0.647 0.610
H -1.990 0.852 -1.136
H -2.668 -0.670 -0.512
*
```

The net atomic charges from Mulliken, expressed in e, are: 0.270, -0.568, 0.167, -0.370, 0.777, -0.994, -0.525, 0.339, 0.314, 0.266, 0.324

***

[4]
Entry from the Open Molecules 2025 dataset: a structure of composition C20H28N2PdSi at a distorted geometry (ωB97M-V with the def2-TZVPD basis set).

- total energy (eV) = -35509.140
- F_max (Eh/bohr) = 0.044
- energy above the lowest of the compared OMol25 structures with the same formula, charge and spin (kJ/mol) = 60.1
- LUMO energy (alpha / beta) (eV) = -5.391 / -9.973
- orbital gap (alpha / beta) (eV) = 7.4 / 4.2
- HOMO energy (alpha / beta) (eV) = -12.8 / -14.2

The geometry in ORCA input format:
```
! wB97M-V def2-TZVPD RIJCOSX def2/J DEFGRID3
* xyz 2 5
C 0.765 1.935 4.156
C 1.156 2.099 2.795
C -0.021 2.384 2.021
H 2.164 2.098 2.405
C -1.152 2.263 2.909
C -0.642 2.042 4.231
H -1.243 2.013 5.137
H 1.437 1.790 4.997
H -0.059 2.679 0.979
H -2.192 2.391 2.616
Pd -0.218 0.271 2.335
C -0.621 -0.782 0.582
H -1.439 -0.352 0.022
H -0.686 -1.830 0.848
H 0.383 -0.364 0.389
Si -0.223 -1.139 -2.002
C 1.337 -1.120 -3.094
C 2.129 0.049 -3.048
H 1.751 0.951 -2.542
C 3.400 0.082 -3.642
H 4.001 0.992 -3.581
C 3.889 -1.035 -4.325
H 4.860 -0.995 -4.823
C 3.107 -2.196 -4.376
H 3.490 -3.074 -4.897
C 1.836 -2.242 -3.775
H 1.221 -3.147 -3.845
C -1.403 0.163 -2.894
C -1.206 0.603 -4.227
H -0.443 0.132 -4.858
C -1.990 1.631 -4.788
H -1.762 2.008 -5.785
C -3.071 2.169 -4.085
H -3.691 2.954 -4.521
C -3.361 1.654 -2.818
H -4.227 2.037 -2.270
C -2.569 0.638 -2.249
H -2.886 0.189 -1.297
H 0.779 -1.295 -0.886
H -1.032 -2.357 -1.574
N 1.187 -1.023 3.371
C 0.533 -1.888 4.420
C -0.776 -1.282 4.852
N -1.521 -0.835 3.649
H 1.623 -1.602 2.651
H 1.959 -0.489 3.778
H 0.350 -2.857 3.945
H 1.221 -2.019 5.268
H -1.365 -2.013 5.423
H -0.594 -0.394 5.463
H -2.331 -0.261 3.866
H -1.851 -1.625 3.097
*
```

The net atomic charges from Mulliken, expressed in e, are: -0.279, -0.433, -0.827, 0.432, -0.683, -0.243, 0.594, 0.545, 0.653, 0.435, -0.115, -1.381, 0.333, 0.551, 0.492, 0.817, 0.414, 0.042, 0.365, -0.667, 0.405, -0.327, 0.435, -0.471, 0.418, -0.435, 0.389, 0.597, -0.258, 0.365, -0.553, 0.381, -0.414, 0.403, -0.668, 0.374, -0.543, 0.373, 0.005, -0.201, -0.353, -0.634, -0.420, -0.387, 0.270, 0.293, 0.346, 0.351, 0.428, 0.269, 0.271, 0.248

***

[5]
Entry from the Open Molecules 2025 dataset: a cluster of 4 separate species, C5H20N2O3 in total at a distorted geometry (ωB97M-V with the def2-TZVPD basis set).

- total energy (eV) = -14615.711
- F_max (Eh/bohr) = 0.040
- energy above the lowest of the compared OMol25 structures with the same formula, charge and spin (kJ/mol) = 132.1
- LUMO energy (eV) = -6.415
- orbital gap (eV) = 11.2
- HOMO energy (eV) = -17.6

The geometry in ORCA input format:
```
! wB97M-V def2-TZVPD RIJCOSX def2/J DEFGRID3
* xyz 2 1
C 2.101 -2.133 0.332
C 0.706 -1.725 0.886
C -0.040 -0.756 -0.016
C -0.393 0.606 0.527
C -0.341 0.957 1.794
N -0.862 1.648 -0.451
N -0.142 -2.970 1.257
H 2.288 -3.174 0.436
H 2.813 -1.496 0.847
H 2.147 -1.832 -0.712
H 0.908 -1.358 1.897
H -0.950 -1.222 -0.396
H 0.573 -0.542 -0.878
H -0.705 1.799 2.357
H 0.181 0.309 2.481
H -1.867 1.494 -0.642
H -0.638 2.530 0.036
H -0.284 1.588 -1.305
H 0.344 -3.307 2.108
H -1.026 -2.736 1.724
H -0.234 -3.666 0.525
H 1.741 2.283 -2.039
H 1.915 3.629 -1.302
O 1.340 2.864 -1.378
H -4.486 1.516 0.498
H -3.616 2.845 0.224
O -3.625 1.938 0.539
H 0.763 0.473 -3.853
H 0.680 -0.232 -2.591
O 0.711 0.674 -2.906
*
```

The net atomic charges from Mulliken, expressed in e, are: -1.266, 0.063, -0.289, 0.666, -1.075, -0.033, -0.326, 0.443, 0.357, 0.247, 0.385, 0.562, -0.460, 0.355, 0.184, 0.417, 0.369, 0.291, 0.422, 0.338, 0.335, 0.290, 0.311, -0.611, 0.319, 0.339, -0.651, 0.325, 0.303, -0.609

***

[6]
Entry from the Open Molecules 2025 dataset: a cluster of 2 separate species, C5H8NO4S in total at a distorted geometry (ωB97M-V with the def2-TZVPD basis set).

- total energy (eV) = -25827.036
- F_max (Eh/bohr) = 0.124
- energy above the lowest of the compared OMol25 structures with the same formula, charge and spin (kJ/mol) = 393.6
- LUMO energy (alpha / beta) (eV) = 3.245 / 1.623
- orbital gap (alpha / beta) (eV) = 8.0 / 3.9
- HOMO energy (alpha / beta) (eV) = -4.7 / -2.2

The geometry in ORCA input format:
```
! wB97M-V def2-TZVPD RIJCOSX def2/J DEFGRID3
* xyz -1 1
C -1.077 2.306 0.350
C 2.709 -1.527 -0.588
C 1.932 -2.378 0.430
C 1.716 -2.567 -1.264
C -2.949 2.032 1.856
N -0.663 2.063 -0.876
O -0.629 3.056 1.182
O -0.715 1.175 -3.185
O -2.310 1.620 0.670
O 0.678 -2.118 -1.804
S -1.009 0.791 -1.793
H 2.210 -0.564 -0.905
H 3.690 -1.676 -0.687
H 2.399 -3.247 0.866
H 0.999 -1.972 0.876
H 2.158 -3.571 -1.541
H -2.642 3.076 2.185
H -2.500 1.468 2.654
H -3.996 2.034 1.575
*
```

The net atomic charges from Mulliken, expressed in e, are: 0.587, -0.549, -0.508, 0.112, -0.703, -0.442, -0.649, -0.551, -0.282, -0.452, 0.282, 0.200, 0.327, 0.274, 0.267, 0.311, 0.272, 0.267, 0.240